{
  "formula": "C3H5P",
  "method": "the ωB97M-V functional and the def2-TZVPD basis",
  "homo_lumo_gap_ha": 0.2831,
  "e_tot_ha": -458.4379,
  "e_above_lowest_kj_mol": 377.0,
  "symbols": ["C", "C", "C", "P", "H", "H", "H", "H", "H"],
  "xyz": [[0.83574, -0.22174, -2.14832], [1.04697, -0.39808, -3.35447], [-0.83261, 0.61700, 1.37363], [1.41612, -0.73727, -0.70174], [-1.07165, 0.54517, 2.46886], [0.04189, 0.20945, 1.09736], [-1.62655, 0.27633, 0.83213], [-0.60502, 1.68730, 1.19185], [0.79511, -1.97816, -0.75929]],
  "forces_ev_per_angstrom": [[-0.34, 0.28, 2.66], [0.41, -0.14, -2.99], [-0.88, 3.61, 3.30], [0.42, 0.54, -0.10], [0.53, -0.27, -1.03], [3.02, -2.17, -0.47], [-2.08, -0.76, -1.61], [-0.72, -0.36, -0.06], [-0.37, -0.74, 0.30]]
}

***

{
  "formula": "C3H5P",
  "method": "the ωB97M-V functional and the def2-TZVPD basis",
  "homo_lumo_gap_ha": [0.2826, 0.2988],
  "e_tot_ha": -458.4674,
  "e_above_lowest_kj_mol": 299.6,
  "symbols": ["C", "C", "C", "P", "H", "H", "H", "H", "H"],
  "xyz": [[-0.00055, -1.11453, -0.13804], [0.86526, 0.09396, -0.20992], [-0.17836, 1.09303, 0.16416], [-1.53052, -0.10497, -0.01840], [0.19663, -2.01999, 0.21928], [1.77991, -0.07660, 0.19535], [1.16507, 0.46496, -1.19021], [-1.95676, -0.45743, 1.22209], [-0.34069, 2.12156, -0.24432]],
  "forces_ev_per_angstrom": [[-2.04, 3.77, -1.73], [-1.96, 0.34, -1.87], [-1.22, 1.31, 0.48], [1.10, -0.38, -1.36], [1.02, -3.57, 1.33], [2.73, 0.10, 2.15], [-0.01, -0.51, -0.85], [-0.40, -0.17, 1.40], [0.77, -0.89, 0.45]]
}

***

{
  "formula": "C3H5P3",
  "method": "the ωB97M-V functional and the def2-TZVPD basis",
  "homo_lumo_gap_ha": [0.2761, 0.2760],
  "e_tot_ha": -1141.2084,
  "e_above_lowest_kj_mol": 278.9,
  "smiles": "C=P#P=P1=CC1",
  "symbols": ["C", "C", "C", "P", "P", "P", "H", "H", "H", "H", "H"],
  "xyz": [[1.65957, -0.53975, -0.10605], [-1.29675, 0.58923, -0.46991], [-0.07632, 1.00629, 0.23939], [0.91465, -2.04272, 0.36149], [-1.00125, -1.87192, 1.03806], [-1.31854, 0.28516, 1.34527], [1.51043, -0.14995, -1.11194], [2.45561, -0.15265, 0.44017], [-1.97233, 1.26659, -0.92278], [-1.31634, -0.32978, -1.09807], [0.44127, 1.93950, 0.28437]],
  "forces_ev_per_angstrom": [[-3.97, 2.57, -0.41], [0.14, -0.86, -1.33], [1.67, -2.97, 0.09], [-0.67, -1.12, 0.03], [0.95, -0.18, 0.32], [0.19, 0.27, 0.23], [0.48, -0.56, -0.07], [1.49, 0.51, 0.73], [-0.49, 1.14, -0.18], [0.47, 0.62, 0.58], [-0.25, 0.57, 0.02]]
}

***

{
  "formula": "C3H5PS",
  "method": "the ωB97M-V functional and the def2-TZVPD basis",
  "homo_lumo_gap_ha": 0.2885,
  "e_tot_ha": -856.7559,
  "e_above_lowest_kj_mol": 158.9,
  "smiles": "P/C=C\\C=S",
  "symbols": ["C", "C", "C", "P", "S", "H", "H", "H", "H", "H"],
  "xyz": [[0.77608, -0.58667, -0.11044], [-1.64638, 0.02375, -0.27980], [-0.51884, -0.94396, -0.29288], [1.25939, 1.17838, 0.04416], [-3.14204, 0.24404, 0.34976], [1.54767, -1.31532, -0.16995], [-1.30171, 0.91853, -0.92638], [-0.75368, -2.04397, -0.32014], [2.69031, 0.89520, 0.23626], [1.08922, 1.63001, 1.46942]],
  "forces_ev_per_angstrom": [[-1.78, 1.13, 0.02], [0.69, 2.26, -1.27], [-0.38, -1.42, 1.12], [1.31, 0.23, 0.95], [1.24, -1.05, -0.22], [0.42, -0.57, 0.11], [-0.46, -1.10, 0.94], [0.11, 1.18, -0.14], [-1.08, 0.34, -0.17], [-0.08, -1.00, -1.33]]
}

***

{
  "formula": "C3H6",
  "method": "the ωB97M-V functional and the def2-TZVPD basis",
  "homo_lumo_gap_ha": 0.3983,
  "e_tot_ha": -117.8438,
  "e_above_lowest_kj_mol": 73.9,
  "smiles": "C=CC",
  "symbols": ["C", "C", "C", "H", "H", "H", "H", "H", "H"],
  "xyz": [[-0.30117, 1.06751, 0.07318], [-0.26571, -0.41279, 0.04879], [0.71521, -1.34077, 0.02703], [-0.01626, 1.60407, 1.04091], [0.20531, 1.65059, -0.69795], [-1.39555, 1.41874, -0.20407], [-1.32701, -0.83743, 0.03383], [1.70924, -0.82003, 0.02281], [0.67594, -2.32988, -0.34453]],
  "forces_ev_per_angstrom": [[-1.88, 2.73, 0.48], [-1.93, -2.89, -0.07], [1.11, 4.29, -0.63], [-0.46, -1.02, -1.02], [0.78, -0.71, -0.14], [1.90, -0.81, 1.05], [1.40, 0.47, -0.17], [-0.45, -1.10, 0.08], [-0.47, -0.96, 0.42]]
}

***

{
  "formula": "C3H6",
  "method": "the ωB97M-V functional and the def2-TZVPD basis",
  "homo_lumo_gap_ha": 0.4045,
  "e_tot_ha": -117.8610,
  "e_above_lowest_kj_mol": 28.7,
  "smiles": "C=CC",
  "symbols": ["C", "C", "C", "H", "H", "H", "H", "H", "H"],
  "xyz": [[-0.86637, -0.71761, -0.52232], [-0.15600, 0.46173, 0.11583], [1.11081, 0.41322, 0.48953], [-0.42970, -1.07600, -1.44719], [-0.83698, -1.58829, 0.17125], [-1.95654, -0.64628, -0.50191], [-0.80464, 1.32903, 0.05945], [1.73474, 1.21931, 0.84459], [1.57437, -0.56992, 0.43874]],
  "forces_ev_per_angstrom": [[-0.26, -1.46, 2.08], [-0.76, -0.15, -1.20], [-0.04, -0.51, 0.07], [-0.24, 0.29, -0.32], [0.69, 0.23, -0.27], [0.10, 0.70, -0.89], [0.57, 0.52, 0.45], [-0.28, 0.21, 0.08], [0.22, 0.15, 0.00]]
}

***

{
  "formula": "C3H6BClO2",
  "method": "the ωB97M-V functional and the def2-TZVPD basis",
  "homo_lumo_gap_ha": 0.3609,
  "e_tot_ha": -753.4945,
  "e_above_lowest_kj_mol": 68.0,
  "smiles": "C=C(CCl)B(O)O",
  "symbols": ["B", "C", "C", "C", "O", "O", "Cl", "H", "H", "H", "H", "H", "H"],
  "xyz": [[-0.78903, -0.08239, 0.98873], [-0.18611, -0.96465, -1.56623], [0.25637, -0.18811, -0.59381], [1.47403, 0.64929, -0.68963], [-2.05528, 0.32738, 0.89640], [-0.10936, -0.43378, 2.09512], [1.21056, 2.24803, 0.06762], [0.32809, -1.06573, -2.51212], [-1.07816, -1.55588, -1.45346], [2.31256, 0.19735, -0.15532], [1.74722, 0.83551, -1.72942], [-2.55127, 0.41359, 1.71302], [-0.55962, -0.38062, 2.93910]],
  "forces_ev_per_angstrom": [[2.93, -0.15, -3.13], [0.15, -0.06, -0.16], [-2.79, 0.17, 3.12], [0.31, -0.15, -0.02], [-0.76, 0.21, -0.41], [0.43, -0.23, 0.36], [-0.01, 0.25, 0.06], [0.14, 0.05, -0.19], [-0.20, -0.11, 0.03], [-0.07, 0.09, -0.08], [0.08, -0.07, 0.11], [-0.05, -0.04, 0.14], [-0.16, 0.05, 0.16]]
}

***

{
  "formula": "C3H6BN",
  "method": "the ωB97M-V functional and the def2-TZVPD basis",
  "homo_lumo_gap_ha": 0.3385,
  "e_tot_ha": -197.4315,
  "e_above_lowest_kj_mol": 173.2,
  "symbols": ["B", "C", "C", "C", "N", "H", "H", "H", "H", "H", "H"],
  "xyz": [[-0.73241, -0.78403, 0.16146], [0.78923, 1.03588, -0.13322], [-0.63315, 0.83156, 0.20287], [0.75783, -1.13778, 0.01856], [1.52324, -0.02361, -0.21206], [-1.54087, -1.43021, 0.70995], [1.22702, 1.99903, -0.35683], [-1.30070, 1.44627, -0.40605], [-0.76550, 1.18765, 1.22833], [1.27581, -2.07677, -0.12904], [-0.60049, -1.04799, -1.08398]],
  "forces_ev_per_angstrom": [[0.53, 0.38, 0.40], [-0.50, -0.13, 0.03], [-0.01, -0.15, -0.25], [-1.30, 0.36, -0.40], [1.25, 0.27, -0.22], [-0.41, -0.37, 0.03], [0.17, 0.15, 0.05], [0.03, 0.00, 0.01], [-0.08, 0.02, 0.21], [-0.07, -0.17, 0.01], [0.37, -0.36, 0.15]]
}

***

{
  "formula": "C3H6BNO2S",
  "method": "the ωB97M-V functional and the def2-TZVPD basis",
  "homo_lumo_gap_ha": 0.2718,
  "e_tot_ha": -746.1560,
  "e_above_lowest_kj_mol": 37.8,
  "symbols": ["B", "C", "C", "C", "N", "O", "O", "S", "H", "H", "H", "H", "H", "H"],
  "xyz": [[-1.77944, -0.03729, 0.17123], [1.77117, 0.88420, -0.14817], [2.25199, -0.43663, -0.17033], [-0.22034, 0.08949, -0.19512], [0.54612, 1.19489, -0.14061], [-2.71182, 0.94608, -0.33306], [-2.09611, -1.40472, 0.00444], [0.71215, -1.30845, -0.20381], [2.40515, 1.74043, -0.03078], [2.77338, -0.53841, -1.18909], [2.72203, -0.63440, 0.69232], [-1.38442, -0.01593, 1.48764], [-3.16802, 0.53566, -1.13525], [-3.09898, -1.55576, 0.12180]],
  "forces_ev_per_angstrom": [[0.38, 0.39, 0.47], [0.56, 4.00, 0.62], [-1.51, -0.80, -4.59], [-1.45, -1.10, 0.83], [-0.43, 1.36, -0.20], [-0.51, -1.14, -1.04], [-3.25, -1.57, -0.35], [-0.62, -2.21, -0.44], [0.90, 0.21, -0.20], [-0.11, -0.35, 1.77], [2.61, -1.02, 2.76], [-0.18, 0.98, -1.12], [0.99, 0.92, 1.67], [2.60, 0.33, -0.19]]
}

***

{
  "formula": "C3H6BeF3O",
  "method": "the ωB97M-V functional and the def2-TZVPD basis",
  "homo_lumo_gap_ha": [0.2775, 0.2188],
  "e_tot_ha": -507.1401,
  "e_above_lowest_kj_mol": 541.0,
  "spin_multiplicity": 2,
  "s_squared": 0.75,
  "symbols": ["H", "C", "F", "F", "F", "Be", "C", "O", "C", "H", "H", "H", "H", "H"],
  "xyz": [[-0.65711, 0.74628, -0.64975], [-0.61777, -0.03386, -1.42274], [-2.01607, 0.73007, -0.56028], [0.09411, 0.69580, -2.32796], [-1.13714, -1.03110, -2.17911], [-2.43525, -0.02193, 1.03679], [1.38786, 0.68059, 1.09176], [1.12272, -0.22475, 0.05414], [-0.07121, -0.97037, 0.11650], [2.39899, 1.07618, 0.93577], [0.67185, 1.51973, 1.07615], [1.32679, 0.17829, 2.07221], [0.02787, -1.94571, -0.37990], [-0.09564, -1.39921, 1.13642]],
  "forces_ev_per_angstrom": [[1.59, -0.65, -1.78], [3.68, 0.42, -0.26], [-9.09, 0.86, 5.10], [1.03, -1.46, -1.22], [-0.68, 1.53, 1.16], [1.49, 0.95, -3.32], [-0.31, -0.17, 0.15], [1.48, -0.11, -0.04], [1.18, -2.05, 0.07], [-0.30, -0.12, 0.06], [0.09, -0.04, 0.12], [0.08, 0.16, -0.12], [0.77, 0.12, -0.23], [-1.00, 0.56, 0.31]]
}

***

no.,strongest force on any atom (eV/A)
1,4.97
2,4.62
3,4.74
4,2.68
5,4.47
6,2.56
7,4.29
8,1.41
9,4.89
10,10.46